Entry 1:
This record from OMol25 describes an isolated molecule of C6H15N3O at a distorted geometry. The level of theory is ωB97M-V/def2-TZVPD.

Geometry as XYZ:
```
25
C6H15N3O (ωB97M-V/def2-TZVPD)
C 0.38408 -0.01755 -0.98676
C 1.74357 -0.69237 -0.80119
C 0.60074 1.40193 -1.50139
C -0.73816 1.63690 0.85718
N 0.40397 1.52733 1.67883
O -1.23865 2.69297 0.51398
H -0.12251 -0.53076 -1.81070
H 0.20243 1.04580 2.54578
H 0.93609 2.38134 1.75631
H -0.34625 1.89899 -1.70404
H 1.64972 -1.74560 -0.56271
H 2.31539 -0.65049 -1.73183
H 2.32330 -0.18293 -0.02077
H 1.21653 1.99008 -0.82138
H 1.14781 1.36207 -2.44794
C -1.56461 -1.77693 -0.30488
C -0.71130 -0.73571 0.38515
N 0.00077 -1.25945 1.47143
N -1.45488 0.42514 0.73341
H 0.89893 -0.82165 1.63395
H 0.11005 -2.27061 1.45891
H -2.41348 0.43110 1.06503
H -2.10674 -1.33881 -1.14652
H -0.94346 -2.60564 -0.66633
H -2.29332 -2.16517 0.40648
```

Properties
- LUMO energy (eV) = 0.9
- energy (eV) = -12982.343
- Kohn-Sham gap (eV) = 9.58
- relative energy (zero: lowest compared OMol25 entry of this formula, charge and spin) (kJ/mol) = 127.9
- SMILES = CC(C)[C@@](C)(N)NC(N)=O
- multiplicity = 1
- net charge = 0

Entry 2:
This record from OMol25 describes a cluster of 2 separate species, C3H4N2O2 in total at a distorted geometry. The level of theory is ωB97M-V/def2-TZVPD.

Geometry as XYZ:
```
11
C3H4N2O2 (ωB97M-V/def2-TZVPD)
N 1.34803 -1.43040 1.32444
C 0.05473 -1.29589 1.38742
C -0.52065 -0.42659 0.35795
O -1.48356 0.52489 -2.34662
C -1.11516 1.59383 -2.05473
O -0.74647 2.69297 -1.91198
N -0.50432 0.86558 0.23371
H 1.88608 -0.94447 0.61033
H 1.88999 -1.89244 2.06017
H -1.11373 -0.96031 -0.39064
H 0.30507 1.27283 0.72994
```

Properties
- LUMO energy (eV) = 0.5
- energy (eV) = -10249.156
- Kohn-Sham gap (eV) = 9.50
- relative energy (zero: lowest compared OMol25 entry of this formula, charge and spin) (kJ/mol) = 300.0
- multiplicity = 1
- net charge = 0

Entry 3:
This record from OMol25 describes an isolated molecule of C4H6N2 at a distorted geometry. The level of theory is ωB97M-V/def2-TZVPD.

Geometry as XYZ:
```
12
C4H6N2 (ωB97M-V/def2-TZVPD)
C 2.13502 0.01646 -0.09333
C 0.86011 -0.63976 0.12766
C -0.32608 -0.07503 -0.58597
C -1.16672 0.94879 0.11247
H 0.93110 -1.73828 -0.11067
H 0.64514 -0.63606 1.21130
H -0.22547 0.12966 -1.67369
H -1.77562 1.65476 -0.42220
H -1.00828 1.25380 1.14201
H -1.63608 -0.93671 0.65683
N 3.21152 0.44433 -0.15537
N -1.64464 -0.42197 -0.20905
```

Properties
- LUMO energy (eV) = 0.8
- energy (eV) = -7223.737
- Kohn-Sham gap (eV) = 10.91
- relative energy (zero: lowest compared OMol25 entry of this formula, charge and spin) (kJ/mol) = 178.9
- SMILES = N#CC[C@@H]1CN1
- multiplicity = 1
- net charge = 0

Entry 4:
This record from OMol25 describes a cluster of 6 separate species, C16H20FN5 in total at a distorted geometry. The level of theory is ωB97M-V/def2-TZVPD.

Geometry as XYZ:
```
42
C16H20FN5 (ωB97M-V/def2-TZVPD)
F 1.49975 -2.07391 -0.76661
C 0.43202 -1.30347 -0.56963
C 0.56239 -0.00570 -0.12743
C -0.56167 0.72012 0.22665
C -1.81025 0.14775 0.21348
C -1.97432 -1.20383 -0.17783
C -0.81408 -1.88045 -0.65504
H 1.47539 0.52979 0.08724
H -0.39582 1.73786 0.54772
H -2.64979 0.67160 0.64611
H -2.97811 -1.58829 -0.28267
H -0.92991 -2.86912 -1.07397
C -1.51823 2.61218 -3.56308
C -0.10645 3.00409 -3.72311
N 1.02712 3.34820 -3.79580
H -1.50297 1.53054 -3.69695
H -2.15881 3.05073 -4.32821
H -1.85863 3.00578 -2.60532
C -7.54390 3.36975 1.18075
C -8.89242 3.31524 0.62422
N -9.96751 3.21535 0.18565
H -7.52349 2.92512 2.17573
H -7.23687 4.41047 1.28441
H -6.80413 2.84009 0.58050
C 1.76333 3.94344 5.22032
C 2.58022 3.23933 4.20366
N 3.21386 2.60430 3.41294
H 2.56096 4.20446 5.91584
H 0.99136 3.34726 5.70688
H 1.30835 4.84256 4.80479
C 2.78595 -7.19128 -3.79873
C 1.76931 -7.22437 -4.86123
N 0.98258 -7.23461 -5.69092
H 3.73695 -7.57173 -4.17151
H 2.42412 -7.88422 -3.03912
H 2.93285 -6.22107 -3.32416
C 5.96969 -1.44699 1.73378
C 5.62047 -1.31527 3.16612
N 5.36326 -1.23577 4.24595
H 6.77058 -0.74110 1.51379
H 5.06865 -1.22416 1.16230
H 6.38811 -2.40076 1.41231
```

Properties
- LUMO energy (eV) = 0.1
- energy (eV) = -27081.402
- Kohn-Sham gap (eV) = 9.73
- relative energy (zero: lowest compared OMol25 entry of this formula, charge and spin) (kJ/mol) = 98.8
- SMILES = Fc1ccccc1.CC#N.CC#N.CC#N.CC#N.CC#N
- multiplicity = 1
- net charge = 0

Entry 5:
This record from OMol25 describes a cluster of 2 separate species, C4H12N2 in total at a distorted geometry. The level of theory is ωB97M-V/def2-TZVPD.

Geometry as XYZ:
```
18
C4H12N2 (ωB97M-V/def2-TZVPD)
C -3.98206 0.98294 2.04867
C -2.87458 1.68336 3.02806
C -3.36007 2.18601 4.42038
H -4.11753 1.60452 1.13798
H -3.59735 0.08643 1.44978
H -4.94241 0.75654 2.43895
H -2.14284 0.76882 2.96435
H -2.34595 2.51460 2.41226
H -4.11537 1.53471 4.63526
H -3.93792 3.17768 4.57070
H -2.44424 2.13387 5.17397
N 3.51960 -2.47811 -4.23583
C 3.86694 -1.90467 -3.05032
N 3.70285 -0.66020 -2.87682
H 3.76386 -3.44093 -4.52715
H 3.06745 -1.73741 -4.93135
H 4.48587 -2.59309 -2.35633
H 3.86790 -0.52342 -1.86061
```

Properties
- LUMO energy (eV) = 1.1
- energy (eV) = -7320.730
- Kohn-Sham gap (eV) = 10.22
- relative energy (zero: lowest compared OMol25 entry of this formula, charge and spin) (kJ/mol) = 221.8
- SMILES = [H]/N=C/N.CCC
- multiplicity = 1
- net charge = 0

Entry 6:
This record from OMol25 describes a structure of composition C55H39CaIN6O7PS2Se at a distorted geometry. The level of theory is ωB97M-V/def2-TZVPD.

Geometry as XYZ:
```
113
C55H39CaIN6O7PS2Se (ωB97M-V/def2-TZVPD)
Ca 0.64426 1.43324 -0.32249
I 1.64063 -0.50391 2.47253
C 1.30019 -2.46219 3.33393
C 2.50019 -3.03407 3.68002
C 2.58254 -4.21341 4.42261
C 1.44422 -4.79132 4.87570
C 0.18249 -4.25822 4.54332
C -0.95076 -4.88444 5.09879
C -2.20145 -4.43062 4.82896
C -2.35753 -3.38633 3.92110
C -1.29474 -2.73584 3.32902
P -1.82080 -1.55710 1.99810
C -3.11303 -0.69822 2.97239
C -2.69831 -0.14091 4.18534
C -3.56841 0.61189 4.95397
C -4.86133 0.84702 4.50868
C -5.26319 0.35166 3.27884
C -4.39440 -0.40944 2.50951
C -2.68643 -2.82688 0.97703
C -1.87285 -3.34500 -0.03318
C -2.37823 -4.21422 -0.98422
C -3.71533 -4.58003 -0.94213
C -4.52386 -4.10234 0.07688
C -4.01444 -3.23865 1.03666
C 0.05011 -3.09949 3.68568
H 3.41675 -2.53525 3.39705
H 3.55097 -4.62628 4.66973
H 1.47953 -5.66697 5.51132
H -0.79749 -5.73266 5.75425
H -3.06876 -4.88915 5.28559
H -3.36257 -3.07653 3.66777
H -1.67968 -0.30172 4.51986
H -3.23775 1.01712 5.90146
H -5.55064 1.42235 5.11264
H -6.25903 0.56390 2.90985
H -4.71745 -0.76656 1.54098
H -0.83284 -3.03545 -0.07335
H -1.73795 -4.58477 -1.77492
H -4.12634 -5.23559 -1.69886
H -5.56476 -4.39683 0.12355
H -4.66708 -2.89152 1.82612
S -6.26078 3.77987 -2.21715
N -5.36469 2.58179 -2.83606
C -4.32299 2.41700 -2.04477
C -3.25261 1.47770 -2.23995
C -3.14114 0.68417 -3.37958
C -2.04576 -0.13818 -3.50991
C -1.09352 -0.13969 -2.49771
N -1.18922 0.59961 -1.40696
C -2.24696 1.40608 -1.26033
C -2.27837 2.27109 -0.08703
N -1.29496 2.13034 0.81650
C -1.25229 2.95183 1.85172
C -2.17725 3.97270 2.05172
C -3.20606 4.11846 1.14923
C -3.27942 3.24644 0.06261
C -4.32421 3.30378 -0.92498
N -5.36906 4.10865 -0.90702
H -3.90918 0.75266 -4.13780
H -1.90887 -0.75463 -4.38724
H -0.21511 -0.77100 -2.56017
H -0.43555 2.80146 2.54872
H -2.07521 4.64252 2.89260
H -3.95891 4.88921 1.24503
O 1.71651 -0.31395 -0.99176
S 3.18830 -0.47879 -0.80958
C 3.39584 -2.25323 -1.26948
C 4.79253 -2.76381 -1.10695
C 5.46980 -2.59100 0.09945
C 6.74263 -3.11021 0.27095
C 7.35801 -3.80771 -0.75836
C 6.69467 -3.97648 -1.96384
C 5.42105 -3.45660 -2.13691
C 3.99439 0.28123 -2.27805
C 3.54543 -0.26561 -3.59199
C 2.27540 0.03471 -4.08185
C 1.85399 -0.48269 -5.29690
C 2.69693 -1.29389 -6.04343
C 3.97231 -1.57434 -5.57504
C 4.39108 -1.06908 -4.35379
H 3.02695 -2.36401 -2.28847
H 2.71619 -2.75799 -0.57879
H 4.98510 -2.04957 0.90361
H 7.25943 -2.97161 1.21125
H 8.35023 -4.21686 -0.62300
H 7.17030 -4.51501 -2.77295
H 4.89983 -3.60142 -3.07476
H 5.06380 0.13854 -2.11286
H 3.73150 1.34198 -2.18387
H 1.63447 0.70828 -3.52158
H 0.86700 -0.23753 -5.66759
H 2.36901 -1.69765 -6.99270
H 4.64588 -2.18400 -6.16413
H 5.39168 -1.27878 -3.99525
O 2.72830 4.25095 1.91918
C 2.05583 3.84645 0.97507
O 1.78582 2.60125 0.75826
C 1.45096 4.83696 0.00769
C 1.71086 6.15272 0.09509
C 1.04410 7.10711 -0.74782
C 0.05462 6.69774 -1.62576
C -0.26985 5.36148 -1.72893
C 0.50009 4.31449 -1.00634
N -1.35369 4.95629 -2.49116
O -2.08277 5.78458 -3.06039
O -1.60307 3.73389 -2.55245
N 1.33032 8.47993 -0.62883
O 0.70602 9.28761 -1.32798
O 2.18872 8.84163 0.18059
H 2.40500 6.51854 0.83761
H -0.46850 7.43449 -2.21622
H -0.16502 3.56788 -0.58514
Se 1.48972 3.10593 -2.35542
```

Properties
- LUMO energy (eV) = 1.3
- energy (eV) = -203786.521
- Kohn-Sham gap (eV) = 4.57
- relative energy (zero: lowest compared OMol25 entry of this formula, charge and spin) (kJ/mol) = 183.4
- multiplicity = 1
- net charge = -1

Entry 7:
This record from OMol25 describes a cluster of 2 separate species, CFNOS in total at a distorted geometry. The level of theory is ωB97M-V/def2-TZVPD.

Geometry as XYZ:
```
5
CFNOS (ωB97M-V/def2-TZVPD)
C 0.30358 -0.39736 -0.46885
N 1.46341 -0.30732 -0.39103
O -0.84394 -0.37234 -0.30598
F 0.36048 2.20214 0.66426
S -1.03369 1.65661 1.33768
```

Properties
- LUMO energy (alpha / beta) (eV) = -0.5 / -3.4
- energy (eV) = -18122.558
- Kohn-Sham gap (alpha / beta) (eV) = 9.88 / 6.51
- relative energy (zero: lowest compared OMol25 entry of this formula, charge and spin) (kJ/mol) = 3.0
- multiplicity = 3
- net charge = 0

Entry 8:
This record from OMol25 describes a structure of composition C39H37N5O3OsP. The level of theory is ωB97M-V/def2-TZVPD.

Geometry as XYZ:
```
86
C39H37N5O3OsP (ωB97M-V/def2-TZVPD)
Os -1.24749 -0.25274 -0.26960
C 4.40629 3.02294 -1.53514
O 4.99392 3.29674 -0.23599
C 4.44641 3.23985 0.93982
C 5.23612 3.84410 1.96150
C 4.76263 3.95255 3.22353
C 3.47836 3.42313 3.54541
C 2.70428 2.78930 2.59931
C 3.15055 2.64907 1.28295
N 2.45409 1.93758 0.33012
C 1.08241 1.65957 0.29457
N 0.29824 2.55479 0.86180
C -1.11897 2.58469 0.89173
C -1.89916 1.54182 0.44459
C -3.29295 1.72409 0.44789
C -3.84773 2.91405 0.88598
C -3.04263 3.94464 1.36753
C -1.67105 3.78142 1.37508
O -0.76357 4.69639 1.79529
C -1.26364 5.96700 2.25451
N 0.65000 0.58064 -0.35738
C 1.66872 -0.27611 -0.93433
C 2.18378 0.01055 -2.19179
C 3.14694 -0.82117 -2.75546
C 3.57539 -1.94545 -2.06289
C 3.03628 -2.24826 -0.81677
C 2.08644 -1.41584 -0.24776
O 1.48353 -1.77802 0.92813
C 1.96785 -1.16084 2.12566
H 5.04828 3.53985 -2.23895
H 3.39350 3.41259 -1.58988
H 4.44506 1.95184 -1.72963
H 6.20124 4.23611 1.66993
H 5.35668 4.43324 3.98886
H 3.11916 3.48529 4.56428
H 1.76599 2.34259 2.89402
H 2.98988 1.40691 -0.34521
H 0.71885 3.41212 1.20458
H -3.95182 0.93144 0.10417
H -4.92185 3.04369 0.87631
H -3.49160 4.86183 1.71782
H -1.78790 6.47804 1.44822
H -0.39451 6.54171 2.55349
H -1.92338 5.82529 3.10913
H 1.80748 0.87165 -2.73475
H 3.54262 -0.60017 -3.73809
H 4.31791 -2.60117 -2.49795
H 3.34119 -3.13666 -0.27890
H 1.94589 -1.90768 2.91529
H 1.32049 -0.32459 2.40824
H 2.99566 -0.81648 1.99671
N -1.49425 -3.43880 0.33991
P -1.04212 -2.54708 -1.02327
C -0.53556 -3.74672 -2.24373
C -1.24269 -4.93797 -2.41984
C -0.86394 -5.80368 -3.43159
C 0.20099 -5.48000 -4.26638
C 0.89630 -4.29195 -4.09369
C 0.53411 -3.42231 -3.07543
C -2.65959 -1.87424 -1.60481
C -3.89813 -2.37432 -1.17459
C -5.06570 -1.84401 -1.68553
C -5.02618 -0.78931 -2.60229
C -3.81638 -0.27157 -3.02016
C -2.62593 -0.81472 -2.53127
C -1.90197 -2.77735 1.47383
C -2.17792 -3.48161 2.64700
C -2.65234 -2.79966 3.73923
C -2.85463 -1.41942 3.65797
C -2.55189 -0.78427 2.48772
N -2.06982 -1.43711 1.39389
H -1.22293 -4.40789 0.43339
H -2.09215 -5.18769 -1.79480
H -1.40777 -6.72691 -3.57825
H 0.48646 -6.16000 -5.05776
H 1.72428 -4.04813 -4.74543
H 1.08105 -2.49657 -2.92910
H -3.93951 -3.18134 -0.45447
H -6.01916 -2.25166 -1.37592
H -5.94915 -0.38737 -2.99890
H -3.78603 0.53174 -3.74372
H -1.68097 -0.48727 -2.96080
H -2.03019 -4.55295 2.67439
H -2.87717 -3.33364 4.65324
H -3.24806 -0.85662 4.49150
H -2.69495 0.27851 2.37370
```

Properties
- LUMO energy (alpha / beta) (eV) = -7.5 / -11.0
- energy (eV) = -66365.924
- Kohn-Sham gap (alpha / beta) (eV) = 8.12 / 4.66
- multiplicity = 5
- net charge = +3

Repeat the fourth record exactly.
This record from OMol25 describes a cluster of 6 separate species, C16H20FN5 in total at a distorted geometry. The level of theory is ωB97M-V/def2-TZVPD.

Geometry as XYZ:
```
42
C16H20FN5 (ωB97M-V/def2-TZVPD)
F 1.49975 -2.07391 -0.76661
C 0.43202 -1.30347 -0.56963
C 0.56239 -0.00570 -0.12743
C -0.56167 0.72012 0.22665
C -1.81025 0.14775 0.21348
C -1.97432 -1.20383 -0.17783
C -0.81408 -1.88045 -0.65504
H 1.47539 0.52979 0.08724
H -0.39582 1.73786 0.54772
H -2.64979 0.67160 0.64611
H -2.97811 -1.58829 -0.28267
H -0.92991 -2.86912 -1.07397
C -1.51823 2.61218 -3.56308
C -0.10645 3.00409 -3.72311
N 1.02712 3.34820 -3.79580
H -1.50297 1.53054 -3.69695
H -2.15881 3.05073 -4.32821
H -1.85863 3.00578 -2.60532
C -7.54390 3.36975 1.18075
C -8.89242 3.31524 0.62422
N -9.96751 3.21535 0.18565
H -7.52349 2.92512 2.17573
H -7.23687 4.41047 1.28441
H -6.80413 2.84009 0.58050
C 1.76333 3.94344 5.22032
C 2.58022 3.23933 4.20366
N 3.21386 2.60430 3.41294
H 2.56096 4.20446 5.91584
H 0.99136 3.34726 5.70688
H 1.30835 4.84256 4.80479
C 2.78595 -7.19128 -3.79873
C 1.76931 -7.22437 -4.86123
N 0.98258 -7.23461 -5.69092
H 3.73695 -7.57173 -4.17151
H 2.42412 -7.88422 -3.03912
H 2.93285 -6.22107 -3.32416
C 5.96969 -1.44699 1.73378
C 5.62047 -1.31527 3.16612
N 5.36326 -1.23577 4.24595
H 6.77058 -0.74110 1.51379
H 5.06865 -1.22416 1.16230
H 6.38811 -2.40076 1.41231
```

Properties
- LUMO energy (eV) = 0.1
- energy (eV) = -27081.402
- Kohn-Sham gap (eV) = 9.73
- relative energy (zero: lowest compared OMol25 entry of this formula, charge and spin) (kJ/mol) = 98.8
- SMILES = Fc1ccccc1.CC#N.CC#N.CC#N.CC#N.CC#N
- multiplicity = 1
- net charge = 0